Formula: C8H20O5S2Si
Source: the Open Molecules 2025 dataset
Level of theory: the ωB97M-V functional and the def2-TZVPD basis

Summary:
spin multiplicity = 1
E = -48406.785 eV
strongest force on any atom = 0.673 eV Å⁻¹
SMILES = CCSC[Si@H](O)CC=O.CCOS(C)(=O)=O
HOMO = -8.56 eV
orbital gap = 9.3440 eV

Atoms and positions in Å:
1 C 3.1252 2.3300 -3.2807
2 C 3.4910 1.3002 -2.2152
3 S 3.2828 -0.4207 -2.7218
4 C 1.5367 -0.5199 -3.1990
5 Si 0.2347 0.1314 -2.0209
6 O -0.7710 -1.0686 -1.5066
7 C -0.8328 1.4555 -2.8581
8 C -1.3227 2.3660 -1.7851
9 O -2.1674 2.0842 -0.9731
10 H 2.2204 2.0346 -3.8219
11 H 2.9453 3.3122 -2.8370
12 H 3.9202 2.4240 -4.0233
13 H 4.5597 1.3445 -1.9853
14 H 2.9619 1.4841 -1.2790
15 H 1.3942 -0.1089 -4.2044
16 H 1.3572 -1.5988 -3.2730
17 H 0.8385 0.7503 -0.8176
18 H -0.8345 -1.0812 -0.5427
19 H -0.2645 2.0016 -3.6149
20 H -1.6810 0.9383 -3.3202
21 H -0.7533 3.3131 -1.6696
22 C -0.6684 -2.7171 5.1424
23 C -2.0050 -2.5463 4.4592
24 O -2.1280 -1.2599 3.7888
25 S -1.3812 -1.0901 2.4043
26 C -2.2123 0.3619 1.8647
27 O -1.7121 -2.1943 1.5478
28 O 0.0045 -0.8000 2.6206
29 H 0.1468 -2.7712 4.4234
30 H -0.6873 -3.6427 5.7195
31 H -0.4757 -1.8873 5.8221
32 H -2.1970 -3.3298 3.7260
33 H -2.8239 -2.5315 5.1749
34 H -3.2645 0.1314 1.7242
35 H -1.7667 0.6672 0.9193
36 H -2.0698 1.1379 2.6121